A structure of composition C7H9N3O2 in a non-equilibrium geometry. Source: the Open Molecules 2025 dataset; level of theory: the ωB97M-V functional and the def2-TZVPD basis.

```
21
C7H9N3O2, DFT the ωB97M-V functional and the def2-TZVPD basis
C 3.96298 -0.54952 0.31635
C 1.59062 -0.00859 -0.06759
C -0.83878 -0.27517 -0.07259
C -1.65661 -1.51028 0.00526
C -3.52377 -0.38961 0.20974
C -2.81267 0.76944 0.14822
C -1.43484 0.91537 -0.12846
H 3.35037 0.07067 1.39156
H 4.72875 0.28964 -0.52750
H 4.61260 -1.94651 0.62082
H 0.50003 -1.24674 -1.10369
H -0.98921 -2.37191 -0.03708
H -4.49649 -0.32355 0.37842
H -3.57116 1.64602 -0.04512
H 0.27033 1.82031 -0.08598
H -0.90282 2.84865 -0.17654
N 0.36329 -0.53023 -0.46198
N -2.93616 -1.54648 0.08282
N -0.65372 1.98530 -0.52127
O 2.66897 -0.60639 -0.64606
O 1.76831 0.95961 0.72066
```

- HOMO-LUMO gap: 8.8851 eV
- E_HOMO: -8.69 eV
- Calculated total energy: -586.68105 Eh